75
Properties=species:S:1:pos:R:3:lowdin_spin:R:1 method="wB97M-V/def2-TZVPD" lumo_ha="-0.2727 / -0.4232" e_homo_ev="-13.36 / -15.81" max_force_ev_per_a=2.0 spin_multiplicity=5 total_charge=+3 orbital_gap_ev="5.9 / 4.3" e_above_lowest_kcal_mol=17.0
Ir -0.31367 -0.52566 -0.00846 0.900
P -1.73527 -1.06505 1.84970 0.087
P 0.89680 -2.46758 -0.07940 0.098
P -2.06525 -0.82997 -1.55217 0.098
H 0.60981 2.12402 -0.55402 0.023
C -0.33933 1.59324 -0.65072 0.198
C -1.21580 1.53298 0.46315 0.041
H -0.88282 1.90016 1.45115 0.004
C -1.14593 -0.45848 3.47289 0.024
C -2.00009 -2.84858 2.17528 0.016
C -3.46495 -0.43741 1.87243 0.010
C 2.18835 -2.47921 -1.36267 0.041
C 1.74169 -2.89050 1.44920 0.016
C -0.06631 -3.94927 -0.58462 0.000
C -3.23962 0.52924 -1.81081 0.021
C -3.12083 -2.30441 -1.28557 0.015
C -1.36537 -1.16975 -3.21998 0.030
H -0.69531 1.53801 -1.67691 0.027
H -2.29658 1.56721 0.30621 0.001
H -1.02735 0.63106 3.45961 0.000
H -0.18395 -0.91330 3.73454 0.000
H -1.88458 -0.71185 4.24659 0.004
H -1.04874 -3.38240 2.27904 0.000
H -2.60016 -3.31730 1.38626 0.000
H -2.55202 -2.94556 3.12068 0.004
H -3.48442 0.65304 1.77909 0.000
H -3.90429 -0.69673 2.84636 0.003
H -4.08491 -0.88528 1.08825 0.000
H 2.62152 -3.49027 -1.37634 0.006
H 2.95931 -1.72729 -1.14552 0.001
H 1.74500 -2.26746 -2.34164 0.004
H 1.97566 -3.96084 1.43082 0.002
H 1.12075 -2.66771 2.32061 0.000
H 2.67506 -2.31963 1.52607 0.000
H 0.61476 -4.80640 -0.59473 0.000
H -0.46583 -3.82070 -1.59870 0.000
H -0.88349 -4.14363 0.11577 0.000
H -3.92322 0.22256 -2.61099 0.005
H -2.71502 1.43927 -2.11796 0.000
H -3.82401 0.72929 -0.90539 0.000
H -3.79077 -2.37255 -2.15105 0.004
H -3.73197 -2.21965 -0.38109 0.000
H -2.52802 -3.22434 -1.23837 0.000
H -2.15905 -1.06139 -3.96961 0.005
H -0.98621 -2.20029 -3.25942 0.000
H -0.53320 -0.47508 -3.42938 0.015
C 1.68098 2.29597 -4.19096 0.246
C 1.11745 3.53746 -3.78048 0.106
C 1.10171 4.63134 -4.63651 0.020
C 1.62051 4.54044 -5.94254 0.190
C 2.16475 3.30880 -6.37327 0.015
C 2.19178 2.20334 -5.51994 0.106
Se 1.77671 0.92152 -2.98272 1.225
H -0.21631 -1.67645 -1.22524 0.036
H 0.72741 3.60300 -2.76106 0.006
H 0.68058 5.58064 -4.28973 -0.001
H 1.60840 5.40857 -6.60954 0.008
H 2.57285 3.21737 -7.38569 -0.001
H 2.62499 1.24917 -5.82448 0.006
C 1.07263 3.43683 2.63157 0.003
N 1.49601 2.31339 3.43370 0.024
C 1.56882 2.31437 4.81605 0.013
C 2.10328 1.12961 5.19583 0.012
N 2.36468 0.41887 4.03573 0.027
C 2.99695 -0.88164 3.99679 0.002
C 1.89458 1.09726 2.94599 0.042
Se 1.98588 0.50222 1.16546 0.204
H -0.01383 3.54581 2.64151 0.001
H 1.40953 3.29408 1.60584 0.002
H 1.50898 4.35373 3.03617 0.000
H 1.24423 3.15170 5.40383 0.001
H 2.33386 0.71832 6.16295 0.001
H 3.66503 -0.96478 4.85937 0.000
H 2.25841 -1.69179 4.05354 0.000
H 3.56879 -0.98372 3.06964 0.001